# 1
Entry from the Open Molecules 2025 dataset: a structure of composition C46H35BCl7N4O8ReS (ωB97M-V with the def2-TZVPD basis set).

Last column: Mulliken spin population.
Atoms and positions in Å:
Re (0.014, 0.224, 1.255)  2.507
O (-2.374, -2.179, 5.497)  -0.001
C (-3.024, -2.743, 4.463)  -0.002
C (-4.190, -3.453, 4.752)  0.001
C (-4.912, -4.058, 3.741)  -0.001
C (-4.489, -3.968, 2.417)  0.001
C (-3.337, -3.260, 2.130)  0.006
C (-2.587, -2.649, 3.131)  0.012
C (-1.380, -1.888, 2.716)  0.020
O (-1.017, -1.900, 1.498)  0.061
N (-0.727, -1.251, 3.686)  -0.001
N (0.377, -0.626, 3.110)  -0.022
C (1.526, -0.791, 3.640)  -0.030
C (2.749, -0.580, 2.886)  0.016
C (3.955, -0.325, 3.543)  0.007
C (5.148, -0.262, 2.856)  0.004
C (5.144, -0.503, 1.480)  0.007
C (3.970, -0.790, 0.813)  -0.003
C (2.734, -0.809, 1.482)  0.083
O (1.626, -1.043, 0.794)  0.058
H (-1.615, -1.669, 5.118)  0.001
H (-4.516, -3.503, 5.784)  0.000
H (-5.820, -4.596, 3.987)  0.000
H (-5.061, -4.431, 1.623)  0.000
H (-2.988, -3.139, 1.113)  -0.001
H (1.564, -1.273, 4.615)  -0.004
H (3.937, -0.158, 4.615)  0.000
H (6.070, -0.031, 3.374)  0.001
H (6.072, -0.453, 0.922)  0.000
H (3.959, -0.961, -0.256)  0.000
Cl (-6.258, 3.463, 3.499)  0.002
C (-4.669, 3.063, 2.930)  0.018
C (-3.636, 3.976, 3.067)  -0.011
Cl (-3.911, 5.540, 3.766)  0.000
C (-2.349, 3.604, 2.648)  0.007
Cl (-1.003, 4.689, 2.822)  0.003
C (-2.102, 2.360, 2.104)  0.014
O (-0.862, 1.992, 1.753)  0.103
C (-3.165, 1.454, 1.860)  0.038
O (-2.876, 0.374, 1.243)  0.074
C (-4.432, 1.819, 2.342)  0.017
Cl (-5.700, 0.643, 2.199)  0.001
Cl (-7.777, -0.282, -3.465)  0.000
C (-6.148, -0.882, -3.494)  0.000
C (-5.507, -1.194, -2.311)  0.000
C (-4.208, -1.674, -2.362)  0.000
C (-3.534, -1.846, -3.569)  -0.001
C (-2.111, -2.343, -3.540)  0.000
C (-1.108, -1.223, -3.844)  -0.001
N (-1.062, -0.282, -2.735)  0.002
C (-1.776, 0.895, -2.584)  -0.017
C (-1.479, 1.370, -1.346)  0.004
N (-0.592, 0.499, -0.755)  0.116
C (-0.374, -0.483, -1.606)  0.053
O (-1.919, -3.421, -4.441)  0.000
C (-1.024, -4.420, -3.943)  0.000
C (-1.600, -5.177, -2.785)  0.000
C (-1.148, -5.116, -1.501)  0.000
Cl (0.176, -4.200, -0.909)  0.000
S (-2.083, -6.062, -0.418)  0.000
C (-3.109, -6.568, -1.694)  0.000
C (-2.746, -6.025, -2.884)  0.000
C (-4.209, -1.498, -4.739)  0.000
Cl (-3.454, -1.605, -6.308)  0.000
C (-5.509, -1.025, -4.712)  0.000
H (-6.004, -1.054, -1.364)  0.000
H (-3.696, -1.900, -1.429)  0.001
H (-1.910, -2.677, -2.518)  0.001
H (-1.381, -0.700, -4.757)  -0.001
H (-0.119, -1.657, -3.982)  0.001
H (-2.427, 1.267, -3.357)  -0.001
H (-1.831, 2.249, -0.832)  0.009
H (0.274, -1.327, -1.419)  0.002
H (-0.067, -3.976, -3.651)  0.000
H (-0.846, -5.085, -4.786)  0.000
H (-3.932, -7.235, -1.488)  0.000
H (-3.272, -6.196, -3.815)  0.000
H (-6.011, -0.763, -5.633)  0.000
C (6.191, 6.104, -1.331)  0.000
C (6.331, 4.577, -1.235)  0.000
C (7.708, 4.232, -0.650)  0.000
C (6.263, 4.000, -2.650)  0.000
C (5.224, 4.020, -0.337)  0.001
C (5.196, 4.370, 1.017)  0.000
C (4.219, 3.903, 1.895)  0.001
C (3.263, 3.063, 1.376)  0.009
O (2.215, 2.445, 2.004)  0.010
B (1.583, 1.662, 1.030)  -0.144
O (2.220, 1.873, -0.216)  -0.031
C (3.267, 2.720, 0.037)  0.002
C (4.226, 3.178, -0.837)  -0.001
H (6.962, 6.518, -1.987)  0.000
H (6.290, 6.571, -0.350)  0.000
H (5.212, 6.373, -1.735)  0.000
H (8.500, 4.603, -1.307)  0.000
H (7.821, 3.150, -0.549)  0.000
H (7.852, 4.678, 0.335)  0.000
H (7.094, 4.392, -3.241)  0.000
H (5.335, 4.277, -3.154)  0.000
H (6.341, 2.910, -2.640)  0.000
H (5.954, 5.037, 1.411)  0.000
H (4.217, 4.178, 2.942)  0.000
H (4.191, 2.870, -1.873)  0.000

Output
Expectation value of S²: 3.7721
Frontier orbital gap (alpha / beta), eV: 5.865 / 5.887
Net charge: -1
Spin multiplicity: 4
HOMO energy (alpha / beta), eV: -4.0 / -4.1

---

# 2
Entry from the Open Molecules 2025 dataset: an isolated molecule of C11H9N3O3 in a non-equilibrium geometry (ωB97M-V with the def2-TZVPD basis set).

Last column: natural (NBO) charge in e.
Atoms and positions in Å:
N (-2.813, 3.047, 0.663)  0.067
O (-1.572, 0.838, 3.205)  -0.599
O (1.419, 1.930, 0.080)  -0.522
N (-2.110, 2.087, 0.790)  0.091
O (-1.492, 0.360, -1.450)  -0.712
C (-1.075, 0.429, 2.147)  0.660
C (0.419, 1.785, -0.621)  0.586
C (-1.297, 1.077, 0.851)  -0.158
C (1.643, -3.109, 0.114)  -0.179
C (1.567, -2.468, -1.123)  -0.245
C (0.970, -2.524, 1.186)  -0.268
C (0.843, -1.310, -1.299)  -0.169
C (0.260, -1.313, 1.050)  0.256
C (0.197, -0.666, -0.221)  -0.112
N (-0.329, -0.756, 2.178)  -0.618
C (0.053, 2.901, -1.593)  -0.726
C (-0.571, 0.647, -0.391)  0.126
H (-1.906, -0.524, -1.315)  0.494
H (2.195, -4.032, 0.345)  0.226
H (2.048, -2.906, -1.989)  0.219
H (1.014, -2.959, 2.187)  0.209
H (0.853, -0.835, -2.317)  0.228
H (-0.190, -1.186, 3.062)  0.419
H (0.407, 3.861, -1.185)  0.247
H (-1.023, 2.913, -1.759)  0.229
H (0.490, 2.710, -2.594)  0.250

Output
Frontier orbital gap, eV: 8.415
HOMO energy, eV: -8.7

---

# 3
Entry from the Open Molecules 2025 dataset: a structure of composition C57H52CuN3O4P2 in a non-equilibrium geometry (ωB97M-V with the def2-TZVPD basis set).

Last column: Mulliken spin population.
Atoms and positions in Å:
Cu (0.582, 1.429, 0.356)  0.026
O (2.091, 0.350, 0.100)  0.009
C (2.969, 0.323, -0.852)  0.033
C (4.286, -0.070, -0.501)  -0.010
C (5.251, -0.353, -1.439)  -0.001
C (4.970, -0.210, -2.800)  0.003
C (3.735, 0.289, -3.161)  -0.001
C (2.734, 0.597, -2.230)  -0.013
C (1.496, 1.235, -2.702)  0.007
N (0.480, 1.635, -1.972)  -0.009
C (-0.414, 2.246, -2.818)  0.000
C (0.063, 2.222, -4.089)  0.000
N (1.281, 1.583, -4.006)  0.000
H (4.497, -0.159, 0.559)  0.001
H (6.229, -0.694, -1.117)  0.000
H (5.705, -0.462, -3.554)  0.000
H (3.540, 0.435, -4.219)  0.000
H (-1.337, 2.663, -2.449)  -0.001
H (-0.335, 2.580, -5.023)  0.000
H (1.890, 1.385, -4.776)  0.000
O (-2.515, -4.063, -0.636)  0.001
C (-2.276, -4.910, 0.418)  0.000
C (-3.242, -5.716, 1.018)  0.000
C (-2.874, -6.603, 2.017)  0.000
C (-1.549, -6.696, 2.424)  0.000
C (-0.616, -5.843, 1.859)  0.000
C (-0.961, -4.926, 0.871)  0.000
P (0.260, -3.657, 0.248)  -0.001
C (0.620, -2.936, 1.907)  0.001
C (1.580, -3.344, 2.832)  0.000
C (1.651, -2.750, 4.086)  0.000
C (0.751, -1.756, 4.443)  0.000
C (-0.215, -1.349, 3.532)  -0.001
C (-0.271, -1.926, 2.273)  0.000
C (1.646, -4.812, -0.136)  0.000
C (1.330, -5.895, -0.967)  0.000
C (2.305, -6.781, -1.392)  0.000
C (3.626, -6.610, -0.990)  0.000
C (3.959, -5.524, -0.199)  0.000
C (2.983, -4.618, 0.204)  0.000
C (-3.795, -3.733, -1.047)  0.001
C (-4.589, -4.698, -1.653)  0.000
C (-5.838, -4.354, -2.143)  0.000
C (-6.283, -3.045, -2.018)  0.000
C (-5.463, -2.093, -1.429)  0.000
C (-4.195, -2.406, -0.941)  -0.002
P (-2.906, -1.164, -0.325)  0.002
C (-2.353, -0.794, -2.052)  0.001
C (-3.124, -0.125, -3.001)  0.001
C (-2.696, -0.030, -4.317)  0.000
C (-1.495, -0.614, -4.705)  0.000
C (-0.718, -1.277, -3.767)  -0.001
C (-1.143, -1.360, -2.446)  -0.001
C (-4.055, 0.208, 0.084)  -0.007
C (-5.114, -0.053, 0.958)  -0.001
C (-5.944, 0.966, 1.399)  0.000
C (-5.714, 2.275, 0.991)  0.001
C (-4.647, 2.551, 0.149)  0.000
C (-3.823, 1.526, -0.299)  0.005
H (-4.278, -5.642, 0.728)  0.000
H (-3.634, -7.225, 2.475)  0.000
H (-1.254, -7.406, 3.186)  0.000
H (0.414, -5.883, 2.195)  0.000
H (2.275, -4.138, 2.597)  0.000
H (2.411, -3.072, 4.789)  0.000
H (0.801, -1.302, 5.426)  0.000
H (-0.920, -0.572, 3.793)  0.000
H (-1.013, -1.582, 1.556)  0.003
H (0.303, -6.038, -1.282)  0.000
H (2.036, -7.607, -2.039)  0.000
H (4.389, -7.310, -1.308)  0.000
H (4.989, -5.370, 0.101)  0.000
H (3.278, -3.734, 0.755)  0.000
H (-4.212, -5.706, -1.770)  0.000
H (-6.450, -5.102, -2.633)  0.000
H (-7.258, -2.763, -2.395)  0.000
H (-5.819, -1.073, -1.350)  0.000
H (-4.070, 0.321, -2.717)  0.000
H (-3.302, 0.500, -5.044)  0.000
H (-1.164, -0.543, -5.735)  0.000
H (0.222, -1.728, -4.058)  0.000
H (-0.528, -1.860, -1.703)  0.000
H (-5.286, -1.070, 1.295)  0.000
H (-6.765, 0.742, 2.070)  0.000
H (-6.352, 3.076, 1.344)  0.000
H (-4.445, 3.572, -0.152)  0.000
H (-2.974, 1.753, -0.930)  0.004
O (-0.963, 0.454, 0.421)  -0.174
O (-1.066, 1.769, 0.847)  -0.081
C (0.492, 2.241, 3.915)  0.021
C (1.947, 2.675, 3.730)  0.024
C (2.836, 1.527, 3.239)  0.027
C (2.055, 3.932, 2.887)  0.127
C (2.459, 5.077, 3.556)  -0.151
C (2.594, 6.308, 2.927)  0.221
C (2.319, 6.401, 1.567)  -0.133
C (1.950, 5.298, 0.823)  0.158
C (1.652, 5.516, -0.652)  0.035
C (0.172, 5.254, -0.963)  0.034
C (2.554, 4.694, -1.584)  0.021
C (1.789, 3.996, 1.458)  0.117
N (1.470, 3.003, 0.646)  0.739
H (0.443, 1.374, 4.578)  0.004
H (0.022, 1.978, 2.969)  -0.011
H (-0.092, 3.053, 4.358)  -0.006
H (2.322, 2.956, 4.719)  0.000
H (2.521, 1.148, 2.270)  -0.003
H (2.802, 0.701, 3.957)  0.001
H (3.872, 1.864, 3.144)  -0.004
H (2.671, 5.005, 4.619)  -0.001
H (2.919, 7.178, 3.486)  0.018
H (2.415, 7.361, 1.067)  -0.001
H (1.854, 6.573, -0.848)  0.000
H (-0.081, 4.223, -0.716)  -0.012
H (-0.032, 5.418, -2.026)  0.002
H (-0.471, 5.918, -0.378)  -0.005
H (2.374, 3.632, -1.434)  -0.010
H (3.609, 4.901, -1.382)  -0.007
H (2.345, 4.951, -2.628)  0.001

Output
Expectation value of S²: 0.8854
Frontier orbital gap (alpha / beta), eV: 6.829 / 6.565
Net charge: -1
Spin multiplicity: 2
HOMO energy (alpha / beta), eV: -4.4 / -4.2